Here is a 2-piece molecular cluster, C10H17N2O3 overall at a distorted geometry from the Open Molecules 2025 dataset. Energies are from ωB97M-V with the def2-TZVPD basis set.

```
32
Properties=species:S:1:pos:R:3:forces:R:3:lowdin_charge:R:1
C -6.064 -1.925 0.706 1.6 4.3 -0.2 0.09
C 0.351 1.274 -0.071 -0.9 0.9 -0.5 -0.50
C -2.905 0.222 -1.009 0.9 -1.3 -1.2 -0.06
C -1.550 0.575 -1.656 -0.4 0.5 -1.2 -0.12
C -1.909 2.172 -0.087 0.9 2.4 1.7 -0.05
C -3.066 1.243 0.045 -0.1 -0.9 -1.5 -0.16
C 2.087 -0.008 1.794 -0.4 -0.5 0.8 -0.02
C 2.246 -1.784 0.050 -1.6 -2.3 0.3 -0.02
C 3.451 0.302 -0.293 0.4 1.2 0.1 -0.02
C 2.179 -0.318 0.285 1.4 1.0 2.4 -0.56
N -5.654 -0.848 0.654 -0.5 -1.5 0.0 0.12
N -0.897 1.448 -0.720 1.3 -2.6 -0.7 -0.05
O 0.689 2.198 0.608 0.8 0.5 1.0 0.12
O -4.112 1.377 0.699 -0.4 0.8 1.2 0.23
O 0.970 0.155 -0.342 -1.0 -0.3 -1.2 0.08
H -6.424 -2.869 0.757 -1.0 -2.6 0.1 0.05
H -3.690 0.358 -1.755 -0.4 0.2 0.2 0.15
H -2.878 -0.873 -0.884 -0.5 0.5 1.1 0.15
H -0.967 -0.287 -1.908 0.4 -0.4 0.0 0.13
H -1.811 1.109 -2.606 0.6 -0.2 0.6 0.15
H -2.094 2.969 -0.810 -1.3 0.5 0.3 0.18
H -1.455 2.692 0.803 -0.9 -0.5 -0.4 0.18
H 1.763 1.019 1.982 0.8 -0.2 0.0 0.07
H 1.311 -0.614 2.252 -0.6 -0.3 -0.2 0.08
H 2.951 -0.340 2.408 0.0 0.6 -0.9 0.11
H 2.181 -2.344 1.021 0.5 0.4 -0.9 0.11
H 3.145 -1.970 -0.484 0.8 -0.8 -0.2 0.07
H 1.435 -2.267 -0.566 0.5 1.0 0.5 0.11
H 3.311 0.327 -1.339 0.0 0.1 -1.5 0.08
H 3.700 1.339 0.012 -0.6 -0.5 0.1 0.10
H 4.385 -0.267 -0.157 -0.7 -0.1 0.4 0.10
H -4.804 0.626 0.656 0.4 -0.1 -0.2 0.09
```
Positions in Å, forces in eV/Å.

Summary:
Kohn-Sham gap = 8.24 eV
2S+1 = 1
Net charge = +1
Electronic energy = -726.1585 a.u.
Highest occupied orbital energy = -0.476 Eh

---

Here is a single C3H5NO2 molecule at a distorted geometry from the Open Molecules 2025 dataset. Energies are from ωB97M-V with the def2-TZVPD basis set.

```
11
Properties=species:S:1:pos:R:3:forces:R:3:lowdin_charge:R:1
C 1.126 -1.256 -0.354 0.2 0.1 -0.1 -0.02
C -0.500 0.758 0.251 1.0 -1.5 -0.6 -0.40
C 0.615 0.113 -0.155 -1.8 -0.2 0.6 -0.32
N -1.828 0.520 0.475 -0.3 0.0 0.1 0.13
O 0.073 2.003 0.391 2.3 -0.4 -1.0 0.09
O 1.404 1.240 -0.194 -1.4 1.9 0.9 0.08
H -2.393 0.285 -0.330 0.1 0.2 0.1 0.10
H -2.278 1.171 1.102 0.0 -0.1 0.0 0.09
H 1.465 -1.425 -1.379 0.0 0.0 0.0 0.08
H 1.975 -1.434 0.312 0.0 0.0 0.0 0.09
H 0.340 -1.974 -0.119 0.0 0.1 0.0 0.09
```
Positions in Å, forces in eV/Å.

Summary:
Kohn-Sham gap (alpha / beta) = 7.75 / 7.75 eV
2S+1 = 1
Structure (SMILES) = Cc1ooc1N
Electronic energy = -322.3840 a.u.
Highest occupied orbital energy (alpha / beta) = -0.289 / -0.289 Eh